The following is a quantum chemistry calculation of a structure of composition C34H43Cl2N2OP3Pt, from the Open Molecules 2025 dataset.

```
! wB97M-V def2-TZVPD RIJCOSX def2/J DEFGRID3
* xyz 2 5
H 3.45508 -3.40555 -1.64257
H 2.60152 3.71858 1.88670
H -0.85657 2.92263 3.99389
C 0.09388 -0.46989 1.25125
H -0.25492 -0.60284 -2.07163
C 3.43155 -2.31828 2.01993
H 3.72180 4.13155 -1.24772
H -4.25860 -3.20795 3.86125
H -6.49119 -2.12509 3.61723
C 0.42257 0.29214 0.19799
C -0.95183 -3.91087 -2.38924
P -2.64672 -0.93191 -0.16640
H 1.38918 3.11555 5.14206
C 1.09753 3.56708 -2.86561
H 0.99407 3.67422 1.10572
H 1.81368 1.36599 5.13150
C -2.77344 0.68862 -2.28859
C -5.88614 -0.86918 1.97615
C 0.57056 0.95879 -1.10554
H 1.36781 4.14704 -3.75537
H -4.30043 -4.24515 -2.95041
H 1.83400 0.71832 -3.91688
C -2.13833 -4.40174 -2.93066
H -0.30316 -1.14400 2.04669
Cl 3.93143 0.81956 2.69432
C -2.98746 1.89820 -2.90710
H 3.37036 -1.94089 3.05662
H -6.84214 -0.38338 1.87186
H -4.37473 -2.36699 -1.32902
C -3.62945 -1.16050 1.23526
C 2.67317 1.27756 0.10916
C 3.93050 3.40322 -2.04326
H -2.38586 -2.56958 2.33815
H -2.97837 3.97544 -0.20135
N 2.77473 -1.57925 1.10104
H -1.16783 2.36583 2.31911
Pt 1.74801 0.18070 1.74565
C 2.74863 1.30731 -3.76038
C 4.16180 -3.89292 0.36492
H -0.26356 1.65966 -1.12316
H -2.75744 1.79832 0.97452
C -4.42261 -2.45802 3.09590
H 3.56102 0.62574 -3.46775
H -4.99659 0.24775 0.33577
C 3.46317 -3.11509 -0.60124
C 2.81288 -1.97393 -0.18796
C -2.22860 -2.29714 -1.15173
H 4.64558 -4.01566 2.48912
H 5.35391 -5.54926 0.68303
O 0.54242 -0.06534 -2.10931
H 4.26176 3.93590 -2.94045
H 4.88647 -5.31669 -0.95150
C -3.37161 -2.12035 2.25325
Cl 1.12672 -0.83352 3.86058
C -2.93012 3.04735 -0.78349
N 4.85967 -5.01918 -0.00055
C -2.67405 0.66302 -0.88483
C -0.63500 2.14836 3.25316
H 3.71549 1.60152 0.21477
H -3.10607 1.91046 -3.99368
C 4.12703 -3.46109 1.71675
H 2.97063 2.54954 4.47251
C 1.95999 1.56744 -0.98017
C -3.42460 -2.81922 -1.66092
C -0.97181 -2.86914 -1.47370
H 2.28850 -1.32503 -0.92237
H 1.19947 4.52174 2.67340
H -3.20028 4.02888 -2.68706
H -0.94548 1.16811 3.63298
C 1.90702 2.31731 4.59763
C -4.86788 -0.51102 1.12235
H 0.18871 2.98629 -3.07172
H -0.05783 -2.52142 -0.98223
P 2.46461 2.48406 -2.44308
H 4.72364 2.72138 -1.70916
C -2.77379 1.84874 -0.11671
H -2.73432 -0.25464 -2.84371
H 3.02640 1.84113 -4.67066
C -3.37338 -3.85976 -2.55426
C -5.66776 -1.84686 2.95578
C -3.04966 3.08407 -2.17344
H 0.90156 4.25637 -2.03204
C 1.52000 3.66526 2.06964
H -2.11901 -5.22284 -3.64929
H 0.00521 -4.33961 -2.67706
P 1.15491 2.11407 2.94738
*
```

Orbital gap (spin up / spin down) (eV): 5.15 / 5.87
HOMO (spin up / spin down) (hartree): -0.3757 / -0.4786